# 1
# C14H13N2O5RuSSbSe4

A molecular structure, C14H13N2O5RuSSbSe4 (wB97M-V/def2-TZVPD, OMol25).

Positions of all 41 atoms, in Å:
Sb 1.653 -1.994 2.802
Ru 1.372 0.833 -0.113
Se -0.400 -3.176 1.938
Se 1.107 -0.620 4.699
Se 2.770 -1.168 0.784
Se 2.953 -3.450 4.272
S 3.005 1.449 -2.186
O 3.033 1.981 -0.779
O -4.302 -4.005 -3.015
O 4.256 1.005 -2.700
O -2.428 -4.149 -4.183
O 1.905 0.429 -2.153
N -0.497 0.067 0.226
N 0.853 1.711 1.636
C -1.158 -0.847 -0.647
C -1.017 -2.683 -2.179
C 1.206 3.149 3.491
C -3.016 -3.666 -3.260
C -0.393 -1.778 -1.341
C -2.400 -2.667 -2.328
C -3.153 -1.709 -1.657
C -1.077 0.437 1.317
C -0.055 2.847 3.989
C -0.850 1.950 3.306
C -2.535 -0.792 -0.824
C 2.422 2.769 -3.198
C 1.631 2.560 2.318
C -0.366 1.396 2.129
H 2.606 2.751 1.890
H -0.440 -3.412 -2.731
H 1.476 3.128 -2.804
H -2.032 0.031 1.630
H -0.400 3.293 4.912
H 3.176 3.553 -3.183
H 1.865 3.829 4.011
H -1.823 1.655 3.674
H -4.589 -3.648 -2.166
H 0.681 -1.792 -1.211
H 2.301 2.381 -4.207
H -4.223 -1.634 -1.815
H -3.119 -0.017 -0.345

Output
ΔE to the lowest compared entry with this formula, charge and spin = 0.0 kcal/mol
Lowest unoccupied orbital energy (spin up / spin down) = -0.062 / -0.095 hartree
2S+1 = 5
Highest occupied orbital energy (spin up / spin down) = -7.7416 / -8.1900 eV
Total charge = 0
HOMO-LUMO gap (spin up / spin down) = 6.048 / 5.594 eV

# 2
# C14H13NSV

A molecular structure, C14H13NSV at a distorted geometry (wB97M-V/def2-TZVPD, OMol25).

Positions of all 30 atoms, in Å:
V -0.263 -0.916 -1.604
S 0.239 1.051 2.442
N 0.504 -0.565 0.390
C -0.756 2.130 -2.574
C -0.194 1.679 -0.248
C -0.406 1.257 -1.580
C 0.654 -1.384 1.533
C -0.997 3.482 -2.245
C -0.466 3.033 0.075
C 0.807 -2.759 1.587
C -0.848 3.943 -0.913
C 0.078 -0.912 -3.407
C 0.594 -0.640 2.740
C 0.841 -1.251 3.966
C 1.064 -2.643 4.017
C 0.273 0.729 0.732
C 1.022 -3.374 2.829
H 1.215 -0.672 -3.128
H 1.264 -3.148 4.976
H 0.898 -0.654 4.881
H -1.801 -1.489 -1.560
H -1.306 4.195 -3.008
H -0.334 -0.172 -4.053
H -1.013 4.995 -0.663
H 0.753 -3.340 0.669
H 0.004 -1.870 -3.879
H -1.803 -1.424 -2.328
H -0.839 1.795 -3.618
H -0.365 3.371 1.109
H 1.181 -4.445 2.865

Output
Lowest unoccupied orbital energy (spin up / spin down) = -0.401 / -0.351 hartree
2S+1 = 2
Highest occupied orbital energy (spin up / spin down) = -15.2897 / -15.3407 eV
Total charge = +2
HOMO-LUMO gap (spin up / spin down) = 4.375 / 5.799 eV

# 3
# C14H14BCoF9N6O

A molecular structure, C14H14BCoF9N6O at a distorted geometry (wB97M-V/def2-TZVPD, OMol25).

Positions of all 46 atoms, in Å:
Co -0.232 -1.210 0.268
F 1.035 -1.985 3.212
F 1.894 1.977 2.051
F -0.618 1.370 4.856
F -0.839 -1.341 4.142
F 2.817 0.179 2.890
F -1.912 0.979 3.125
F 1.084 -0.750 5.023
F 1.957 1.688 4.229
F -0.452 2.594 3.036
O 0.188 -0.067 1.647
N -0.842 -1.703 -1.362
N 1.297 -0.585 -0.621
N -0.759 1.710 -1.270
N 1.492 -0.121 -1.909
N -0.601 -1.117 -2.619
N -0.357 1.536 -2.573
C -1.253 2.929 -1.143
C 0.433 -0.945 3.855
C 0.407 0.310 2.921
C -1.928 -2.882 -2.932
C -1.203 -1.871 -3.555
C -1.698 -2.738 -1.566
C 2.518 -0.615 -0.016
C -0.596 2.693 -3.271
C 3.489 -0.237 -0.942
C -2.009 -1.503 1.187
C 2.809 0.034 -2.124
C 1.783 1.059 3.039
C -0.658 1.335 3.493
C -1.155 3.618 -2.381
B 0.310 0.129 -2.879
H -1.458 4.631 -2.547
H 3.152 0.320 -3.100
H -1.660 3.275 -0.190
H -2.152 -3.218 -0.717
H -1.059 -2.166 0.978
H -2.035 -1.283 2.247
H -2.863 -2.151 0.962
H -2.553 -3.628 -3.386
H -2.145 -0.567 0.604
H 0.680 0.171 -4.015
H -1.060 -1.643 -4.602
H -0.371 2.808 -4.319
H 4.539 -0.177 -0.759
H 2.584 -0.842 1.031

Output
ΔE to the lowest compared entry with this formula, charge and spin = 0.0 kcal/mol
Lowest unoccupied orbital energy (spin up / spin down) = -0.337 / -0.397 hartree
2S+1 = 4
Highest occupied orbital energy (spin up / spin down) = -16.3224 / -16.3190 eV
Total charge = +2
HOMO-LUMO gap (spin up / spin down) = 7.163 / 5.513 eV

Question: Which value of total charge does entry 2 give?
Answer: +2

Question: Which value of total charge does entry 3 give?
Answer: +2

Question: Among the records above, which one has the lowest total charge?
Answer: C14H13N2O5RuSSbSe4